# C23H42NO2PReS4Sb

A structure of composition C23H42NO2PReS4Sb (ωB97M-V/def2-TZVPD, the Open Molecules 2025 dataset).

XYZ file:
```
75
Properties=species:S:1:pos:R:3:forces:R:3
Re 0.3928 0.5891 0.4725 -0.097 0.067 0.033
S 1.9781 5.5433 -2.8012 -0.046 0.059 0.085
Sb 0.9224 6.2482 -1.0823 0.095 0.380 -0.157
S -0.1452 2.3722 -0.4356 0.110 -0.490 0.257
S 1.8412 0.9820 1.8666 -0.188 -0.039 -0.176
S -0.1775 6.8643 0.6420 0.034 -0.001 -0.047
C -1.7422 3.9037 5.0960 -0.010 0.023 0.010
C -1.8430 4.3405 3.6377 0.013 0.033 -0.009
C -2.1436 3.1501 2.7026 -0.034 -0.002 0.017
C -1.5633 1.8472 3.2807 0.043 0.028 -0.083
C -0.2551 2.1298 4.0233 -0.036 -0.001 0.028
C -0.5899 2.9060 5.3108 0.007 -0.004 0.012
P -1.5493 0.4625 2.0940 0.120 -0.087 -0.019
C -3.0658 0.3192 1.0705 0.016 0.016 0.007
C -4.2764 0.1155 2.0445 0.002 -0.029 -0.007
C -5.6107 0.3934 1.3271 -0.013 -0.020 0.011
C -5.5579 0.0039 -0.1426 -0.029 0.012 -0.013
C -4.4985 0.8297 -0.8971 -0.009 0.016 -0.002
C -3.4240 1.3984 0.0453 0.007 0.003 -0.003
C -1.2936 -1.1723 2.9026 -0.019 0.024 0.044
C 0.1627 -1.5633 3.2150 0.013 -0.022 -0.022
C 0.1764 -2.8225 4.0816 0.015 0.010 0.007
C -0.4258 -2.5455 5.4717 0.006 -0.007 0.014
C -1.3617 -1.3347 5.4563 -0.026 -0.003 0.007
C -2.1957 -1.3040 4.1805 0.015 0.002 0.000
H -2.6944 3.4675 5.4093 0.007 -0.033 -0.023
H -1.5949 4.7740 5.7328 -0.029 -0.002 0.011
H -0.9101 4.8288 3.3389 0.018 -0.044 0.007
H -2.6332 5.0816 3.5197 0.019 0.018 -0.006
H -1.7188 3.3467 1.7101 -0.023 0.010 -0.006
H -3.2207 3.0452 2.5683 -0.002 -0.015 0.020
H -2.2676 1.4319 4.0161 -0.007 0.017 0.003
H 0.3826 2.7432 3.3778 0.007 0.001 0.004
H 0.2905 1.2192 4.2826 0.002 0.000 -0.011
H 0.3101 3.4187 5.6497 0.002 0.007 -0.016
H -0.8537 2.1953 6.0956 0.008 0.009 0.010
H -2.8968 -0.6247 0.5340 -0.011 0.005 -0.017
H -4.1951 0.7810 2.9074 -0.007 -0.002 0.005
H -4.2618 -0.9078 2.4185 0.006 -0.004 -0.004
H -5.8807 1.4465 1.4269 0.036 0.010 -0.014
H -6.3863 -0.1696 1.8456 -0.020 0.029 0.000
H -6.5340 0.1608 -0.5979 -0.003 -0.039 -0.006
H -5.3559 -1.0667 -0.2332 0.046 0.006 0.019
H -4.9660 1.6623 -1.4225 0.001 0.010 0.014
H -4.0163 0.2152 -1.6611 -0.011 -0.001 -0.009
H -3.7972 2.2824 0.5618 -0.008 -0.004 0.002
H -2.5698 1.7145 -0.5564 0.001 -0.001 0.007
H -1.6630 -1.8638 2.1359 -0.008 -0.001 0.003
H 0.6869 -0.7631 3.7442 -0.017 0.005 0.015
H 0.7062 -1.7550 2.2848 0.011 0.008 0.000
H 1.2017 -3.1779 4.1770 -0.007 -0.028 -0.014
H -0.3758 -3.6111 3.5633 -0.023 0.015 0.002
H 0.3668 -2.3862 6.2020 0.000 0.016 -0.004
H -0.9766 -3.4238 5.8076 0.007 -0.005 -0.001
H -0.7980 -0.4006 5.5591 0.011 -0.005 -0.010
H -2.0341 -1.3699 6.3132 0.003 0.015 0.002
H -2.9529 -0.5250 4.2406 -0.013 -0.009 0.000
H -2.7492 -2.2402 4.0811 0.014 -0.008 -0.002
O 0.4664 -3.0461 0.1990 0.049 0.014 0.032
C 0.6195 -2.3183 -0.7200 0.016 -0.019 -0.030
O 0.4102 -0.9389 -0.5872 -0.086 0.039 0.027
C 0.9750 -2.7292 -2.1352 0.003 0.015 0.006
N 1.0840 -4.2394 -2.1663 -0.019 -0.015 0.007
C 2.4011 -4.5914 -2.8542 -0.002 0.004 -0.003
C 3.2838 -3.4192 -2.4781 0.000 -0.001 -0.018
C 2.3483 -2.2153 -2.6307 0.012 -0.026 0.013
H 0.1564 -2.4238 -2.7876 0.020 0.036 -0.008
H 0.2877 -4.6757 -2.6357 0.002 0.010 -0.013
H 1.0835 -4.5954 -1.2034 -0.007 -0.002 0.000
H 2.2001 -4.6346 -3.9232 0.000 -0.006 0.000
H 2.7267 -5.5674 -2.5040 0.006 0.004 0.008
H 4.1503 -3.3505 -3.1321 0.006 0.002 0.007
H 3.6475 -3.5217 -1.4536 -0.004 -0.001 0.001
H 2.2600 -1.9243 -3.6761 -0.001 0.000 0.000
H 2.6818 -1.3440 -2.0702 0.002 -0.002 0.000
```
Positions in Å, forces in eV/Å.

## Properties
Multiplicity: 1
Energy relative to the best compared isomer or geometry (same formula, charge and spin), eV: 2.574
Net charge: +4
Frontier orbital gap, eV: 5.847
LUMO energy, eV: -14.03
Energy, eV: -91374.8640

Mulliken population analysis, charges in e, atoms 1 to 5: 1.273, -0.147, 1.332, -0.014, 0.159

***

# C23H43AlN10O2P

A structure of composition C23H43AlN10O2P (ωB97M-V/def2-TZVPD, the Open Molecules 2025 dataset).

XYZ file:
```
80
Properties=species:S:1:pos:R:3:forces:R:3
C 1.1706 0.5569 0.1414 0.300 0.067 0.482
C 0.4362 -0.7125 0.5663 0.521 -0.079 0.199
C -0.3758 -1.3099 -0.5681 0.046 0.220 -0.585
O -1.2139 -0.3807 -1.2229 -0.211 -0.063 0.608
Al -2.4293 0.5926 -0.3615 -0.138 -0.601 -0.305
C -4.3128 0.2761 -0.9330 -0.195 0.228 -0.166
C -5.2560 1.3089 -0.2628 0.120 -0.093 0.132
N -6.2080 0.7677 0.7139 -0.202 0.283 0.039
P -1.8763 2.8773 -0.9482 0.093 -0.210 0.541
O -2.1031 3.9210 0.1317 -0.126 0.294 0.008
H 0.5141 1.4292 0.1000 0.041 -0.142 -0.216
H 1.6901 0.4257 -0.8147 -0.220 0.076 -0.011
H 1.9418 0.7851 0.8898 -0.080 0.020 -0.100
H -0.1565 -0.5083 1.4642 -0.093 -0.038 -0.233
H 1.1906 -1.4528 0.8638 -0.201 0.015 0.000
H -0.9217 -2.2037 -0.2217 -0.067 0.209 0.027
H 0.3494 -1.6745 -1.3184 -0.106 -0.035 0.084
H -2.3686 0.5337 1.2418 0.088 0.080 0.078
H -4.4485 0.3231 -2.0217 0.083 -0.087 0.043
H -4.6445 -0.7257 -0.6292 0.098 0.014 -0.049
H -4.6785 2.0699 0.2837 -0.113 -0.010 -0.070
H -5.8325 1.8566 -1.0179 0.050 -0.032 0.083
H -5.7245 0.4124 1.5321 -0.044 -0.128 -0.230
H -6.7737 0.0322 0.3019 0.256 -0.029 0.131
H -0.4977 2.8988 -1.3110 -0.052 0.067 -0.435
H -2.4659 3.2672 -2.1868 0.198 0.070 -0.135
C -0.0707 -5.8008 -1.3801 -0.155 -0.136 -0.064
C 0.6159 -4.8157 -0.5598 0.258 0.260 0.083
N 1.1740 -4.0227 0.0572 0.025 -0.362 -0.114
H 0.0791 -5.5777 -2.4351 0.029 0.040 0.023
H 0.3184 -6.7974 -1.1776 0.032 0.030 0.018
H -1.1390 -5.7867 -1.1693 0.015 0.033 0.021
C 4.5871 -4.1303 -1.1430 0.063 0.198 0.038
C 4.1872 -5.4494 -1.6077 -0.305 -0.232 -0.051
N 3.8220 -6.4816 -1.9607 0.160 0.217 0.084
H 4.9295 -4.1842 -0.1109 -0.023 -0.035 -0.006
H 5.3907 -3.7360 -1.7629 -0.010 -0.042 -0.015
H 3.7346 -3.4527 -1.1834 -0.035 -0.057 0.020
C 2.6014 2.0286 3.7184 0.079 0.247 -0.024
C 2.3129 0.6031 3.6973 -0.182 -0.260 -0.003
N 2.0603 -0.5181 3.6819 0.160 0.174 0.061
H 2.9808 2.3277 4.6941 -0.022 -0.037 0.007
H 3.3493 2.2752 2.9660 -0.011 -0.048 -0.013
H 1.7069 2.6136 3.5119 -0.037 -0.058 0.005
C -1.2368 5.1954 2.8330 -0.083 0.162 -0.140
C 0.0427 5.2244 3.5274 0.086 -0.080 0.288
N 1.0265 5.2489 4.1264 -0.143 -0.044 -0.251
H -1.6163 6.2116 2.7295 0.002 -0.001 -0.008
H -1.1665 4.7501 1.8369 0.018 -0.055 0.022
H -1.9665 4.6235 3.4042 0.083 -0.058 0.046
C 5.1937 -9.0771 -0.2432 -0.208 0.024 -0.099
C 6.3447 -9.2134 0.6364 0.269 -0.063 0.108
N 7.2668 -9.3302 1.3141 -0.180 -0.013 -0.181
H 4.8461 -8.0468 -0.2746 0.045 0.006 0.011
H 5.4525 -9.3733 -1.2592 0.061 0.004 0.024
H 4.3737 -9.7038 0.1045 0.049 -0.020 0.042
C 9.0269 -11.4401 -1.4314 0.121 -0.061 0.313
C 8.2917 -10.9961 -2.6049 -0.176 0.102 -0.254
N 7.7005 -10.6458 -3.5265 0.129 -0.080 0.218
H 8.7738 -12.4720 -1.1922 -0.042 0.007 -0.062
H 10.1009 -11.3814 -1.6001 -0.028 0.039 -0.086
H 8.7774 -10.8198 -0.5698 -0.037 0.031 -0.045
C -4.7407 5.5949 0.0569 0.066 -0.059 -0.150
C -5.9651 5.6765 0.8375 -0.218 -0.067 0.213
N -6.9331 5.7413 1.4579 0.204 0.107 -0.150
H -4.1178 6.4649 0.2501 0.021 0.038 0.041
H -4.1448 4.7126 0.3002 -0.038 0.030 0.094
H -4.9649 5.5647 -1.0077 -0.048 0.015 0.026
C -1.1540 5.8895 -4.3441 0.181 -0.032 -0.089
C -2.3865 5.9444 -3.5748 -0.235 -0.070 0.246
N -3.3489 5.9594 -2.9483 0.128 0.133 -0.260
H -0.5044 6.7216 -4.0772 -0.032 0.001 0.026
H -0.6300 4.9576 -4.1336 -0.044 -0.006 0.040
H -1.3686 5.9389 -5.4105 -0.033 0.000 0.020
C -5.0841 9.9707 2.0215 -0.116 0.164 -0.045
C -4.1284 8.8925 2.2192 0.100 -0.370 0.086
N -3.4070 8.0138 2.3847 -0.063 0.307 -0.037
H -4.7078 10.8958 2.4556 0.025 -0.028 0.002
H -5.2591 10.1272 0.9582 0.022 -0.035 0.003
H -6.0315 9.7181 2.4951 0.026 -0.056 -0.001
```
Positions in Å, forces in eV/Å.

## Properties
Multiplicity: 1
Net charge: -1
Frontier orbital gap, eV: 6.839
LUMO energy, eV: 1.85
Energy, eV: -59431.0816

Mulliken population analysis, charges in e, atoms 1 to 5: -0.721, -0.255, -0.404, -0.484, 0.201

***

# C23H43BrCl2MgN3O4Si

A structure of composition C23H43BrCl2MgN3O4Si (ωB97M-V/def2-TZVPD, the Open Molecules 2025 dataset).

XYZ file:
```
78
Properties=species:S:1:pos:R:3:forces:R:3
C -1.9755 -0.1701 -3.4452 -0.079 0.171 -0.216
C -1.3086 -1.3565 -2.8300 0.646 -0.837 0.507
H -1.8220 -0.1569 -4.5308 -0.098 0.170 0.165
H -1.5586 0.7513 -3.0110 -0.194 -0.254 -0.075
H -3.0642 -0.1785 -3.2615 0.371 0.038 0.062
C -0.8729 -2.4307 -3.4985 -0.234 0.259 -0.095
C -1.0357 -2.6565 -4.9672 0.185 -0.194 -0.353
H -0.3415 -3.2274 -2.9652 -0.299 0.278 -0.061
H -1.1154 -1.7224 -5.5364 -0.049 -0.226 0.091
H -1.9139 -3.2782 -5.1981 0.131 0.117 -0.017
H -0.1545 -3.1940 -5.3340 -0.112 0.001 -0.185
Mg 0.3286 0.5702 0.6838 -0.529 -1.183 -1.241
Cl 1.1016 4.3759 1.0795 0.807 -0.085 1.656
C -0.5480 -1.7199 2.4674 1.192 0.622 -1.118
O 0.3287 -1.1334 1.7848 -1.084 -0.899 1.501
N -0.2616 -2.7930 3.2148 0.013 -0.001 -0.100
C 1.1130 -3.2653 3.3358 -0.135 -0.211 -0.051
C -1.3193 -3.6439 3.7398 0.161 0.125 0.095
H -1.5961 -1.3788 2.4734 0.202 -0.103 -0.140
H 1.8069 -2.4348 3.1874 -0.199 -0.127 -0.015
H 1.3275 -4.0587 2.6066 -0.075 0.254 0.083
H 1.2406 -3.6881 4.3366 0.018 0.114 -0.028
H -2.2842 -3.1551 3.5641 0.201 -0.196 0.055
H -1.1621 -3.7907 4.8179 -0.145 0.007 -0.200
H -1.3081 -4.6240 3.2391 -0.043 0.303 0.059
H 0.6146 2.9805 5.6338 -0.004 -0.038 -0.086
H -1.4963 4.5793 5.0354 0.050 -0.026 -0.114
C 0.8365 3.0155 4.5620 -0.110 0.250 -0.236
C -1.0800 4.5149 4.0220 -0.257 -0.221 0.193
N -0.4039 3.2359 3.8264 0.043 0.004 0.171
H 1.2725 2.0729 4.2324 0.009 0.179 0.041
C -0.7834 2.4046 2.8581 1.169 -0.877 -0.997
O -0.0343 1.5038 2.3852 -1.149 1.407 1.268
H -1.8918 4.6147 3.2935 0.230 -0.010 0.132
H -1.8043 2.5425 2.4772 0.247 0.006 -0.065
H 1.5313 3.8444 4.3811 -0.045 -0.214 -0.098
H -0.3761 5.3486 3.8875 -0.097 -0.342 -0.157
H 1.8486 0.1841 -2.9481 0.136 0.072 0.357
H 2.5270 -2.5647 -2.4604 0.187 0.241 0.103
C 2.8025 0.3491 -2.4251 -0.335 -0.105 -0.127
C 3.4237 -2.0281 -2.1097 -0.093 0.041 0.129
N 3.0697 -0.7524 -1.5020 0.362 0.103 0.616
H 2.7616 1.2975 -1.8825 -0.049 -0.306 -0.085
C 2.9030 -0.6384 -0.1724 -0.977 1.041 -0.489
O 2.3858 0.3562 0.3928 1.013 -1.173 -0.391
H 3.9433 -2.6480 -1.3701 -0.071 0.039 -0.206
H 3.2526 -1.5167 0.4039 -0.150 0.224 -0.154
H 3.6064 0.3656 -3.1719 -0.023 0.050 0.207
H 4.0738 -1.8444 -2.9736 -0.023 -0.084 0.264
O 0.0501 -0.4678 -1.1260 2.651 1.195 1.128
C -0.9991 -1.2395 -1.3411 -2.688 -0.770 0.514
C 0.3773 -3.1729 -0.4189 0.103 -0.339 0.120
C -0.8783 -2.6187 -0.6663 -0.008 0.843 -0.701
H 1.2743 -2.5754 -0.6339 -0.628 -0.261 0.080
C 0.4780 -4.4715 0.0813 -0.168 0.216 -0.166
H -1.9272 -0.6682 -0.7995 2.174 -2.680 -2.517
C -2.0345 -3.3105 -0.3197 0.026 -0.224 -0.026
H 1.4723 -4.9069 0.2299 -0.375 -0.032 0.015
C -0.6885 -5.1989 0.3487 0.093 -0.232 0.203
C -1.9465 -4.6123 0.1687 0.069 0.123 0.061
H -2.9891 -2.7959 -0.4645 0.230 -0.300 0.030
H -0.6117 -6.2256 0.7163 -0.046 0.255 -0.092
H -2.8627 -5.1608 0.4015 0.311 0.038 -0.011
Si 0.0996 4.2192 -0.8395 -0.786 1.043 -2.199
Cl 0.1895 2.1079 -1.1523 -0.113 1.338 -0.462
C 1.7421 4.9140 -1.6361 0.621 0.224 0.341
C -1.5790 4.4363 0.0890 -0.177 0.034 0.256
C -0.7355 4.8991 -2.4650 -0.635 -0.853 -0.528
H 2.4839 4.1095 -1.7037 0.098 0.076 0.210
H 2.1609 5.7189 -1.0177 0.120 -0.216 -0.050
H 1.6219 5.3203 -2.6492 -0.059 -0.185 0.313
H -0.1110 4.7368 -3.3514 -0.182 0.073 0.080
H -0.8753 5.9823 -2.3416 -0.011 -0.060 0.012
H -1.7088 4.4325 -2.6644 -0.063 0.248 -0.015
H -1.7948 3.5984 0.7591 0.126 0.087 -0.057
H -2.4241 4.4961 -0.6057 0.188 -0.016 0.068
H -1.5665 5.3565 0.6864 0.006 -0.045 -0.007
Br -2.8046 0.2392 0.3869 -1.590 2.015 2.743
```
Positions in Å, forces in eV/Å.

## Properties
Multiplicity: 1
Net charge: -1
Frontier orbital gap, eV: 5.156
LUMO energy, eV: 2.24
Energy, eV: -145625.4430

Mulliken population analysis, charges in e, atoms 1 to 5: -1.192, -0.005, 0.456, -0.014, 0.205